(1)
15
Properties=species:S:1:pos:R:3:mulliken_charge:R:1 method="wB97M-V/def2-TZVPD" orbital_gap_ev=8.9612 relative_energy_ev=2.0248 molar_mass_g_mol=127.23 spin_multiplicity=1 total_energy_ha=-1007.88945 homo_energy_ev=-8.726 charge=0
S -2.729 -0.085 -0.098 -0.09
S -1.873 1.928 -0.390 -0.20
O 1.495 0.260 -1.243 -0.51
N 3.871 -0.422 -0.939 -0.49
C -3.624 -0.115 1.703 -0.70
C 2.460 -0.555 -0.586 -0.36
H 2.448 -0.266 0.425 0.31
H 4.417 -1.239 -0.827 0.21
H 1.461 -0.098 -2.174 0.31
H -4.412 0.618 1.643 0.28
H -3.260 2.130 -0.434 0.18
H 4.270 0.371 -0.505 0.21
H -3.915 -1.239 1.576 0.25
H 2.346 -1.613 -0.670 0.32
H -2.952 0.324 2.518 0.27

=====

(2)
46
Properties=species:S:1:pos:R:3:mulliken_charge:R:1 method="wB97M-V/def2-TZVPD" orbital_gap_ev=6.6829 relative_energy_ev=0.7922 molar_mass_g_mol=482.89 spin_multiplicity=1 total_energy_ha=-1644.30076 homo_energy_ev=-3.890 charge=-1
Pd 0.191 -0.921 1.408 -0.30
S 3.493 -2.938 -0.814 -0.61
N 1.890 -2.599 1.494 -0.68
N -0.777 -2.011 -0.914 -0.56
N -1.439 0.118 2.508 -0.73
N 1.025 0.008 -2.116 -0.21
N 0.357 -3.632 -1.952 -0.14
N 4.127 0.222 -0.104 -0.14
N 2.083 0.885 0.510 -0.54
C 0.119 -2.280 -1.812 0.28
C -2.019 -3.521 0.668 -0.69
C 2.825 0.486 -0.477 0.30
C -0.407 -4.262 -0.987 0.37
C -1.133 -3.237 -0.364 0.93
C 2.514 -2.690 0.508 0.67
C 5.186 0.206 2.202 -0.97
C 0.786 -1.289 -2.713 -0.64
C 2.902 0.840 1.632 0.93
C -0.524 -5.587 -0.595 -0.96
C 4.875 0.488 3.522 -0.39
C -1.407 -5.859 0.436 -0.38
C 2.600 1.122 2.958 -0.71
C 3.605 0.943 3.894 -0.59
C -0.829 -0.722 3.102 1.03
C -0.673 -1.422 4.402 -1.20
C 2.404 0.396 -1.911 -0.69
C -2.146 -4.844 1.054 -0.60
C 4.181 0.397 1.266 0.37
H 4.655 -0.495 -0.582 0.29
H 3.404 1.141 4.939 0.37
H -2.555 -2.718 1.158 0.46
H 2.609 1.376 -2.365 0.23
H -1.640 -1.506 4.900 0.35
H -2.817 -5.102 1.865 0.36
H 0.156 -1.201 -3.610 0.24
H 1.603 1.441 3.231 0.48
H 1.732 -1.731 -3.033 0.23
H -0.241 -2.410 4.258 0.26
H 6.166 -0.158 1.920 0.39
H 0.056 -6.373 -1.063 0.39
H 1.280 -3.955 -2.209 0.30
H 3.065 -0.321 -2.401 0.24
H 0.439 0.187 -1.309 0.28
H 5.629 0.343 4.286 0.36
H -1.522 -6.880 0.779 0.37
H 0.006 -0.848 5.034 0.25

=====

(3)
26
Properties=species:S:1:pos:R:3:mulliken_charge:R:1 method="wB97M-V/def2-TZVPD" orbital_gap_ev=5.1508 relative_energy_ev=7.7353 molar_mass_g_mol=212.28 spin_multiplicity=1 total_energy_ha=-1004.22683 homo_energy_ev=-7.964 charge=0
S -3.372 2.621 0.952 -0.09
O 2.786 1.503 -0.764 -0.26
N 4.319 1.629 1.010 -0.80
N 1.468 1.670 -0.985 -0.65
N 1.010 2.129 0.159 1.28
N -0.259 2.301 0.373 -0.86
C -0.981 3.004 -0.472 0.16
C 0.407 -1.126 -0.251 1.18
C 1.691 -1.734 -0.654 -1.54
C -2.373 3.113 -0.356 -0.44
C 0.158 -0.954 1.084 -1.23
C 1.898 2.181 1.120 -0.05
C 3.148 1.725 0.519 0.34
C -0.600 -0.684 -1.341 -1.22
H 5.121 1.414 0.398 0.25
H -0.735 -0.540 1.347 0.38
H 2.053 -1.400 -1.584 0.40
H -0.450 -1.315 -2.178 0.42
H -0.545 3.475 -1.367 0.40
H -3.007 3.745 -1.086 0.29
H 1.728 -2.823 -0.667 0.37
H -1.590 -0.473 -0.892 0.29
H 0.819 -1.240 1.880 0.33
H 1.660 2.587 2.137 0.41
H -0.208 0.257 -1.578 0.29
H 2.529 -1.545 0.015 0.34

=====

(4)
111
Properties=species:S:1:pos:R:3:mulliken_charge:R:1 method="wB97M-V/def2-TZVPD" orbital_gap_ev=9.7724 molar_mass_g_mol=744.83 spin_multiplicity=1 total_energy_ha=-2647.69182 homo_energy_ev=-9.513 charge=0
O -2.091 -1.541 17.741 -0.39
O 6.102 -3.974 19.905 -0.59
O 3.227 0.281 22.056 -0.58
O 6.221 1.743 19.169 -0.54
O -0.326 -0.401 17.328 -0.35
O 6.293 3.316 23.809 -0.33
O -3.470 3.442 21.568 -0.60
O 9.030 5.188 14.142 -0.40
O 7.211 5.211 24.132 -0.38
O 5.946 6.745 20.511 -0.53
O -2.143 1.750 22.104 -0.40
O 7.769 -4.672 18.529 -0.36
O 5.000 5.190 23.727 -0.56
O 7.622 3.456 14.434 -0.51
O -1.343 -0.146 19.333 -0.41
O 1.363 -0.809 21.537 -0.02
O 7.343 -2.585 18.661 -0.42
O 4.805 0.361 13.283 -0.45
C -2.447 2.840 21.406 0.38
C 8.999 4.248 16.286 -0.05
C 5.862 0.126 14.188 -0.19
C 9.817 6.046 15.004 -0.35
C 4.997 1.408 19.841 0.79
C -1.269 -0.631 18.241 0.68
C 3.664 6.324 20.953 -0.71
C 0.709 0.453 17.779 0.07
C -3.259 -1.842 18.499 -0.61
C 4.201 5.313 19.941 0.26
C 6.042 4.621 23.890 0.85
C 5.937 1.962 17.791 0.45
C 4.790 7.350 21.086 -0.47
C -1.302 3.224 20.463 -0.40
C 3.304 -2.154 21.813 0.37
C 3.843 1.505 18.836 0.76
C -0.743 1.400 22.027 -0.09
C 2.693 -0.754 21.784 0.21
C 2.140 -3.020 21.394 -0.98
C 4.474 2.377 17.764 -0.33
C 10.215 5.114 16.133 -0.65
C -0.142 2.435 21.078 0.48
C 3.952 -1.267 14.795 -0.32
C 6.627 -1.451 19.126 -0.64
C 6.983 -3.783 19.106 0.79
C 8.388 4.245 14.888 0.40
C 5.484 -1.142 14.997 0.06
C 7.618 -6.038 18.882 -0.65
C 0.880 -2.158 21.517 -0.29
C 5.700 5.373 20.263 0.20
C 7.192 6.625 24.079 -0.47
C 3.608 -0.107 13.821 -0.46
C 5.224 2.404 23.890 -0.55
H 6.833 -6.164 19.628 0.34
H 6.596 7.061 24.881 0.30
H 2.273 -3.352 20.359 0.30
H 3.739 -2.346 22.787 0.45
H 0.373 1.480 17.934 0.29
H 0.252 -2.403 20.665 0.17
H 6.832 6.969 23.110 0.08
H 3.546 0.538 18.425 0.00
H -3.743 -2.680 18.014 0.24
H 2.141 -3.998 21.881 0.44
H 2.677 6.768 20.813 0.49
H -0.359 1.392 23.045 0.33
H 5.648 1.431 24.144 0.28
H 6.586 2.734 17.388 0.03
H 4.017 -2.058 20.990 -0.39
H 5.097 0.435 20.315 -0.12
H 3.822 4.320 20.184 -0.31
H 5.632 -1.433 18.681 0.21
H -1.626 2.862 19.486 0.20
H 2.919 -0.435 13.043 0.35
H 2.968 1.979 19.279 -0.44
H 8.201 7.007 24.217 0.26
H 4.576 8.224 20.464 0.35
H -3.919 -0.993 18.670 0.29
H 5.915 0.979 14.873 0.04
H 3.505 5.767 21.881 0.15
H 0.354 -2.370 22.446 0.30
H -1.186 4.300 20.495 0.37
H 5.960 -2.021 14.568 0.40
H 4.531 2.555 24.724 0.37
H 0.370 3.184 21.689 0.57
H 0.548 1.947 20.394 -0.78
H 1.251 0.131 18.667 -0.23
H 5.790 -1.066 16.040 -0.30
H 6.690 -1.429 20.214 0.58
H 10.660 6.331 14.381 0.32
H 4.388 3.458 17.899 -0.13
H 7.144 -0.556 18.785 0.24
H 9.066 3.228 16.644 0.40
H 3.272 -1.158 15.637 0.14
H 8.141 4.758 16.760 -0.03
H 4.786 2.187 20.578 -0.57
H 5.950 1.039 17.193 -0.41
H 6.790 -0.013 13.641 0.33
H 6.317 5.014 19.433 0.02
H 4.967 7.662 22.116 0.25
H 3.756 -2.184 14.240 0.30
H 11.094 4.497 15.921 0.30
H -2.925 -2.149 19.497 0.26
H 3.080 0.669 14.399 0.20
H 4.638 2.296 22.979 0.15
H 7.362 -6.658 18.025 0.25
H 3.979 5.653 18.930 0.35
H -0.643 0.397 21.629 -0.07
H 8.572 -6.366 19.290 0.24
H 1.427 0.491 16.958 0.20
H 4.154 2.263 16.720 0.39
H 9.190 6.876 15.327 0.25
H 6.012 4.702 21.073 -0.05
H 10.555 5.599 17.053 0.33

=====

(5)
18
Properties=species:S:1:pos:R:3:mulliken_charge:R:1 method="wB97M-V/def2-TZVPD" orbital_gap_ev=9.7406 relative_energy_ev=2.3812 molar_mass_g_mol=180.05 spin_multiplicity=1 total_energy_ha=-2900.42812 homo_energy_ev=-9.141 charge=0
Br -2.315 0.833 1.131 -0.08
O 0.204 0.609 -2.000 -0.36
N -1.282 0.022 -0.171 -0.40
C 0.085 -1.603 0.874 -2.13
C 0.153 -0.227 0.246 1.81
C -1.086 0.939 -1.430 -0.26
C 0.885 -0.225 -1.099 -0.64
C 0.714 0.795 1.163 -2.06
H 1.727 0.625 1.322 0.48
H -1.149 2.005 -1.245 0.27
H 1.883 0.082 -1.025 0.34
H -1.977 0.794 -2.155 0.26
H -0.499 -1.501 1.671 0.50
H -0.376 -2.335 0.334 0.57
H 0.383 0.854 2.151 0.51
H 1.051 -2.140 0.993 0.36
H 0.659 1.762 0.824 0.57
H 0.941 -1.290 -1.584 0.26